Entry 1:
Entry from the Open Molecules 2025 dataset: 11 unconnected molecules or ions with the total composition C11H44O11 (wB97M-V/def2-TZVPD).

```
66
Properties=species:S:1:pos:R:3:mulliken_charge:R:1
C 26.4273 -11.4625 18.7029 -0.684
O 27.0461 -11.0813 19.9248 -0.303
H 26.2843 -10.6466 17.9851 0.342
H 27.0429 -12.2028 18.1953 0.223
H 25.4281 -11.8728 18.8868 0.197
H 26.8401 -10.1597 20.0998 0.212
C 31.7771 -9.8181 22.9570 -0.041
O 31.9343 -8.5681 22.2962 -0.522
H 31.6381 -10.6546 22.2606 0.052
H 32.6158 -10.0799 23.6089 0.406
H 30.8816 -9.7515 23.5699 -0.151
H 32.8001 -8.4982 21.8831 0.241
C 30.8313 -13.6088 23.3193 -0.112
O 31.5053 -14.6484 22.6291 -0.561
H 30.1951 -13.0227 22.6472 0.063
H 30.1742 -14.0663 24.0564 0.135
H 31.5150 -12.9369 23.8438 0.200
H 32.2704 -14.2804 22.1809 0.292
C 29.7389 -7.1111 24.0517 -0.073
O 28.7333 -6.3725 24.7636 -0.573
H 30.1726 -6.4770 23.2828 0.257
H 30.5043 -7.4837 24.7274 0.309
H 29.2670 -7.9603 23.5482 -0.176
H 28.8955 -6.4706 25.7035 0.306
C 29.1780 -8.1516 20.0734 -0.022
O 30.5130 -8.5467 19.8263 -0.533
H 29.1057 -7.1002 20.3889 0.347
H 28.6266 -8.2259 19.1357 0.294
H 28.7004 -8.7731 20.8371 -0.368
H 30.9698 -8.6137 20.6785 0.339
C 25.8232 -10.2716 25.5042 -0.692
O 27.0664 -9.6672 25.9169 -0.481
H 25.9796 -11.3449 25.5022 0.253
H 25.0242 -10.0039 26.1957 0.327
H 25.5470 -9.9309 24.5059 0.318
H 27.0113 -8.7285 25.7083 0.217
C 24.4638 -13.2842 21.3564 -0.504
O 23.7367 -13.4572 22.5667 -0.542
H 23.7502 -13.2114 20.5354 0.308
H 25.0638 -12.3707 21.3784 0.165
H 25.1001 -14.1417 21.1166 0.299
H 24.3466 -13.7615 23.2431 0.298
C 30.4613 -11.6336 19.0781 -0.127
O 30.8314 -12.8327 18.3921 -0.569
H 31.3394 -11.2795 19.6072 0.140
H 30.1342 -10.8585 18.3827 0.283
H 29.6538 -11.8083 19.7975 -0.007
H 30.0564 -13.1865 17.9494 0.292
C 27.2419 -10.0896 29.6348 -0.603
O 28.0094 -10.4413 28.4918 -0.429
H 27.1586 -8.9998 29.7517 0.254
H 26.2293 -10.4984 29.5992 0.268
H 27.7742 -10.4672 30.5030 0.227
H 27.5253 -10.2390 27.6823 0.309
C 29.8351 -13.1923 27.1504 -0.047
O 31.1562 -13.0171 27.6249 -0.527
H 29.7549 -14.2111 26.7702 0.282
H 29.1035 -13.0267 27.9425 0.247
H 29.6199 -12.5347 26.2981 -0.211
H 31.2059 -12.1420 28.0196 0.290
C 28.2928 -10.7731 22.8168 -0.514
O 28.8902 -10.9932 24.0887 -0.218
H 28.1235 -9.6993 22.6561 0.242
H 29.0063 -11.1187 22.0743 0.065
H 27.3463 -11.3059 22.7127 0.164
H 28.2718 -10.7042 24.7690 0.128
```

Output
SMILES string: CO.CO.CO.CO.CO.CO.CO.CO.CO.CO.CO
Energy relative to the best compared isomer or geometry (same formula, charge and spin): 211.3 kJ/mol
DFT total energy: -1272.9308 hartree
Total charge: 0
HOMO: -9.96 eV
M: 352.5 g mol⁻¹

***

Entry 2:
Entry from the Open Molecules 2025 dataset: 11 unconnected molecules or ions with the total composition C11H44O11 (wB97M-V/def2-TZVPD).

```
66
Properties=species:S:1:pos:R:3:mulliken_charge:R:1
C 19.4521 -13.0783 -11.2094 -0.384
O 20.7888 -12.6143 -11.2187 -0.462
H 18.9395 -12.8233 -12.1427 0.080
H 19.3966 -14.1520 -11.0388 0.267
H 18.8713 -12.6348 -10.3835 0.222
H 20.7363 -11.6803 -11.4807 0.310
C 20.7948 -9.5486 -9.8213 -0.828
O 20.7312 -9.8677 -11.2272 -0.379
H 21.7289 -9.9902 -9.4671 0.263
H 20.7878 -8.4806 -9.6348 0.369
H 19.9893 -10.0970 -9.3361 0.224
H 20.6715 -9.0584 -11.7446 0.266
C 24.5855 -10.9347 -13.0415 -0.290
O 24.5416 -12.1037 -13.8787 -0.603
H 25.0809 -10.1264 -13.5755 0.283
H 23.5688 -10.7107 -12.7358 -0.052
H 25.1746 -11.1757 -12.1541 0.290
H 25.2852 -12.0722 -14.4877 0.311
C 21.3689 -7.5854 -13.4441 -0.571
O 20.7923 -7.0999 -12.2153 -0.588
H 22.1462 -8.3382 -13.3781 0.211
H 20.6253 -7.8614 -14.1939 0.268
H 21.8856 -6.7056 -13.8486 0.442
H 20.3390 -6.2782 -12.4094 0.298
C 23.2516 -8.2311 -17.1902 -0.570
O 23.2438 -8.2920 -15.7765 -0.547
H 23.9298 -7.4292 -17.5009 0.322
H 23.6588 -9.1374 -17.6443 0.217
H 22.3101 -7.9774 -17.6899 0.177
H 22.6937 -9.0814 -15.6257 0.210
C 19.7966 -14.4260 -17.2798 -0.434
O 20.2494 -14.1656 -15.9679 -0.475
H 19.2776 -13.5897 -17.7630 0.068
H 20.6259 -14.7418 -17.9247 0.275
H 19.1060 -15.2659 -17.2050 0.276
H 20.9206 -13.4710 -15.9718 0.211
C 23.1192 -11.9946 -17.1674 -0.126
O 23.0760 -12.9805 -16.1545 -0.551
H 23.7600 -11.1652 -16.8589 0.172
H 23.5427 -12.4061 -18.0921 0.317
H 22.1290 -11.6316 -17.4493 -0.221
H 23.5764 -12.6793 -15.3831 0.454
C 20.5394 -10.8865 -14.3761 -0.607
O 20.8037 -10.2000 -15.5980 0.488
H 21.4344 -11.3510 -13.9669 0.337
H 20.1339 -10.2058 -13.6174 0.263
H 19.7641 -11.6535 -14.4730 0.015
H 19.9357 -9.8507 -15.8672 -0.150
C 19.8348 -11.1134 -19.5419 -0.325
O 20.3483 -10.1743 -20.4899 -0.550
H 20.0773 -12.1446 -19.7894 0.308
H 20.2526 -10.8474 -18.5590 -0.049
H 18.7584 -11.0848 -19.3305 0.311
H 19.6206 -9.5892 -20.7149 0.304
C 17.3079 -11.9923 -15.8740 -0.200
O 16.7567 -11.5088 -17.1046 -0.492
H 16.7565 -12.8567 -15.5002 0.404
H 18.3187 -12.3231 -16.1068 -0.225
H 17.3601 -11.1998 -15.1235 0.288
H 15.8347 -11.2982 -16.9298 0.254
C 18.0843 -8.3664 -17.5738 -0.513
O 18.6827 -8.4782 -16.2692 -0.458
H 17.3070 -7.6108 -17.6585 0.319
H 18.9199 -8.2397 -18.2725 0.210
H 17.6654 -9.3378 -17.8361 0.120
H 18.9441 -7.5866 -16.0206 0.224
```

Output
SMILES string: CO.CO.CO.CO.CO.CO.CO.CO.CO.CO.CO
Energy relative to the best compared isomer or geometry (same formula, charge and spin): 209.8 kJ/mol
DFT total energy: -1272.9313 hartree
Total charge: 0
HOMO: -9.53 eV
M: 352.5 g mol⁻¹

***

Entry 3:
Entry from the Open Molecules 2025 dataset: 13 unconnected molecules or ions with the total composition C11H48N18O14 (wB97M-V/def2-TZVPD).

```
91
Properties=species:S:1:pos:R:3:mulliken_charge:R:1
C 3.2934 -4.2528 2.4464 -0.742
C 2.0736 -4.1574 1.5524 -0.338
O 2.2850 -3.2819 0.4822 -0.430
O 3.3512 -3.1406 3.3374 -0.492
H 4.2052 -4.3164 1.8573 0.320
H 3.2048 -5.1555 3.0646 0.372
H 1.1447 -4.0109 2.1222 0.196
H 1.9201 -5.1272 1.0641 0.382
H 2.6707 -2.4242 0.7145 0.026
H 2.5505 -3.1666 3.8683 0.299
C -1.3591 4.1698 2.3981 0.267
O -1.0772 5.3561 2.3678 -0.667
N -1.2855 3.3923 3.5231 -0.204
N -1.6539 3.4468 1.2744 0.081
H -0.9873 3.7506 4.4105 0.196
H -1.4266 2.3895 3.5146 0.266
H -1.6384 3.9802 0.4224 0.082
H -2.0174 2.5214 1.3951 -0.101
C 2.4577 3.3677 1.5714 0.472
O 2.3039 4.5854 1.5749 -0.634
N 1.5271 2.4743 1.9354 -0.258
N 3.5821 2.8047 0.9718 -0.486
H 1.8302 1.5326 1.7625 0.107
H 0.5539 2.7324 2.0098 0.298
H 4.1422 3.3670 0.3590 0.227
H 4.0088 1.9721 1.3383 0.182
C -3.5261 -2.6254 -1.4579 0.348
O -4.3119 -3.4644 -1.0149 -0.650
N -3.3081 -1.4364 -0.8443 -0.027
N -2.6296 -2.7780 -2.4932 -0.405
H -3.0564 -0.5634 -1.2746 -0.039
H -3.7843 -1.4494 0.0591 0.351
H -2.7200 -3.6524 -2.9909 0.266
H -1.7065 -2.4755 -2.2288 0.166
C 5.2833 -1.0166 0.4315 0.735
O 5.1363 -0.8832 -0.7790 -0.637
N 4.2520 -0.7577 1.3023 -0.193
N 6.4436 -1.2728 1.0772 -0.458
H 4.3275 -0.9499 2.2851 0.187
H 3.3435 -0.3943 1.0561 -0.075
H 6.4315 -1.6376 2.0115 0.163
H 7.3045 -1.4468 0.5884 0.264
C -4.1528 1.9598 -0.2114 0.550
O -2.9893 1.5493 -0.3704 -0.675
N -4.8088 2.8295 -1.0217 -0.417
N -4.9238 1.4524 0.7751 -0.418
H -4.3648 3.3233 -1.7772 0.264
H -5.7747 3.0588 -0.8908 0.140
H -4.4805 0.6841 1.2592 0.177
H -5.9130 1.4978 0.6178 0.225
C 1.8525 2.2748 -2.2418 -0.036
O 0.9389 2.6654 -1.5133 -0.533
N 3.0818 1.8585 -1.8227 -0.113
N 1.7291 2.2431 -3.5882 -0.149
H 3.3012 1.7545 -0.8457 0.128
H 3.6864 1.3820 -2.4657 0.286
H 0.8733 2.6043 -3.9975 0.140
H 2.3974 1.9376 -4.2703 0.160
C 1.1566 -1.9244 -2.8328 0.485
O 0.5982 -1.7997 -3.9212 -0.721
N 1.6927 -0.8711 -2.1359 0.191
N 1.1505 -3.0835 -2.1237 -0.240
H 2.1256 -1.0264 -1.2449 0.023
H 1.6985 0.0318 -2.5716 0.111
H 0.5528 -3.8048 -2.4819 0.272
H 1.3866 -2.9986 -1.1342 0.299
C 0.1777 -0.6008 0.7740 0.298
O 1.3865 -0.7933 0.9696 -0.413
N -0.3241 0.3788 0.0166 1.819
N -0.7842 -1.4994 1.1808 -0.010
H -1.2887 0.6622 0.1085 -0.273
H 0.3429 1.1021 -0.2442 -0.540
H -1.6835 -1.4379 0.7250 -0.419
H -0.5512 -2.3637 1.6349 0.172
C -1.8174 2.7205 -4.1044 0.732
O -1.0067 3.6480 -4.2448 -0.689
N -3.1153 2.8145 -4.5240 -0.474
N -1.4771 1.5603 -3.5081 -0.044
H -3.3833 3.7130 -4.8825 0.248
H -3.7573 2.1347 -4.1630 0.209
H -2.2210 0.8881 -3.5369 0.122
H -0.6283 1.4879 -2.9768 -0.082
O -1.2622 0.5151 3.3282 -0.629
H -1.0980 -0.3519 2.9173 0.270
H -1.1597 0.3596 4.2748 0.260
O -2.6176 -4.1877 1.5523 -0.566
H -2.0504 -4.8130 2.0164 0.287
H -2.5448 -4.4334 0.6202 0.291
O -4.3156 -1.4306 1.6559 -0.616
H -5.1402 -1.8360 1.9497 0.254
H -3.6339 -1.8414 2.2054 0.228
```

Output
Energy relative to the best compared isomer or geometry (same formula, charge and spin): 0.0 kJ/mol
DFT total energy: -2487.2696 hartree
Total charge: 0
HOMO: -8.92 eV
M: 656.6 g mol⁻¹